# 1
# C25H28BaF5O2S

C25H28BaF5O2S as an isolated structure in a non-equilibrium geometry (ωB97M-V/def2-TZVPD, OMol25).

Results
Kohn-Sham gap: 0.214 Eh
total charge: -1
LUMO: 1.78 eV
HOMO energy: -4.0 eV
ΔE to the lowest compared entry with this formula, charge and spin: 0.0 kcal/mol

Cartesian coordinates (Å):
O 0.39 0.13 -5.81
C 0.25 1.42 -6.46
C 0.02 0.82 -7.85
H 1.17 2.01 -6.38
H -0.61 1.98 -6.07
C 0.22 -0.53 -7.11
H 0.79 1.05 -8.59
H -0.99 0.97 -8.25
C 1.47 -1.27 -7.54
H 2.34 -0.60 -7.55
H 1.33 -1.67 -8.56
H 1.67 -2.11 -6.87
C -1.00 -1.44 -7.13
H -1.90 -0.90 -6.82
H -0.84 -2.30 -6.47
H -1.15 -1.82 -8.15
Ba 0.39 0.54 2.30
C -2.32 -0.61 3.38
C -2.39 0.80 3.61
C -2.59 1.44 2.36
H -2.34 1.28 4.59
C -2.63 0.43 1.35
C -2.48 -0.83 1.99
H -2.55 -1.80 1.50
H -2.21 -1.38 4.15
H -2.74 2.51 2.19
H -2.83 0.59 0.29
C 1.32 -2.10 3.68
C 0.39 -2.61 2.73
C 0.94 -2.45 1.43
H -0.57 -3.09 2.96
C 2.23 -1.85 1.58
C 2.46 -1.64 2.97
H 3.36 -1.23 3.42
H 1.21 -2.13 4.77
H 0.50 -2.80 0.50
H 2.93 -1.65 0.77
O 0.22 0.56 -0.32
C -0.12 -0.44 -1.35
C -0.40 0.35 -2.62
H -1.00 -0.99 -0.99
H 0.73 -1.13 -1.46
C 0.39 1.66 -2.45
H -1.48 0.57 -2.67
H -0.12 -0.18 -3.54
C 0.46 1.87 -0.94
H -0.06 2.49 -2.99
H 1.41 1.51 -2.83
H -0.33 2.56 -0.60
H 1.45 2.24 -0.62
F -0.51 -0.18 9.54
C 0.00 0.42 8.45
C -0.67 1.49 7.85
F -1.86 1.90 8.35
C -0.18 2.06 6.68
F -0.92 3.01 6.06
C 1.00 1.59 6.05
S 1.59 2.33 4.63
C 1.65 0.50 6.68
F 2.73 -0.06 6.08
C 1.14 -0.09 7.83
F 1.68 -1.24 8.30



# 2
# C5H5NO

One molecule with the formula C5H5NO in a non-equilibrium geometry (ωB97M-V/def2-TZVPD, OMol25).

Results
Kohn-Sham gap: 0.357 Eh
SMILES: C#CC(=O)[C@H]1CN1
LUMO: 0.09 eV
HOMO energy: -9.6 eV
ΔE to the lowest compared entry with this formula, charge and spin: 111.7 kcal/mol

Cartesian coordinates (Å):
C 2.40 -0.18 -0.47
C 1.94 -0.33 0.66
C 0.57 -0.03 1.11
O 0.07 -0.01 2.20
C -0.22 0.32 -0.22
C -1.52 -0.45 -0.44
N -1.51 0.96 -0.16
H 3.10 -0.15 -1.26
H 0.72 0.40 -0.99
H -1.79 -1.20 0.32
H -1.88 -0.69 -1.45
H -1.88 1.35 0.71



# 3
# C19H21N5O6

A 2-piece molecular cluster, C19H21N5O6 overall in a non-equilibrium geometry (ωB97M-V/def2-TZVPD, OMol25).

Results
Kohn-Sham gap: 0.184 Eh
SMILES: N#Cc1cc([N+](=O)[O-])cc2c1no[n+]2[O-].COC(=O)[C@H]1CCCN1C1=CCCCC1
LUMO: -2.68 eV
HOMO energy: -7.7 eV
ΔE to the lowest compared entry with this formula, charge and spin: 3.2 kcal/mol

Cartesian coordinates (Å):
N -1.72 -4.17 2.98
C -1.19 -3.13 2.98
C -0.58 -1.83 2.93
C 0.79 -1.56 2.84
C 1.28 -0.22 2.72
N 2.68 0.03 2.79
O 3.49 -0.89 3.06
O 3.04 1.23 2.58
C 0.38 0.87 2.56
C -0.97 0.60 2.79
C -1.47 -0.71 2.98
N -2.83 -0.78 3.03
O -3.22 0.57 2.81
N -2.10 1.42 2.61
O -2.26 2.61 2.37
H 1.52 -2.37 2.90
H 0.69 1.90 2.39
C 1.99 6.70 2.19
O 0.71 6.25 1.70
C 0.75 5.77 0.44
O 1.75 5.86 -0.25
C -0.59 5.15 0.04
C -1.63 6.25 -0.31
C -2.30 5.82 -1.62
C -1.66 4.49 -2.04
N -0.57 4.28 -1.11
C 0.09 3.06 -1.10
C 1.46 3.05 -1.12
C 2.31 1.90 -1.49
C 1.49 0.63 -1.73
C 0.21 0.59 -0.88
C -0.71 1.76 -1.23
H 1.81 7.00 3.22
H 2.74 5.90 2.15
H 2.36 7.55 1.62
H -0.89 4.58 0.94
H -2.35 6.30 0.50
H -1.14 7.23 -0.41
H -3.38 5.71 -1.49
H -2.13 6.55 -2.41
H -2.39 3.66 -2.04
H -1.26 4.56 -3.06
H 1.97 4.00 -1.05
H 2.88 2.15 -2.41
H 3.06 1.77 -0.69
H 1.20 0.63 -2.80
H 2.08 -0.27 -1.53
H -0.31 -0.37 -0.99
H 0.47 0.67 0.19
H -1.55 1.79 -0.51
H -1.17 1.63 -2.23



# 4
# CH3ClN2O2

CH3ClN2O2 as an isolated structure in a non-equilibrium geometry (ωB97M-V/def2-TZVPD, OMol25).

Results
Kohn-Sham gap (alpha / beta): 0.346 / 0.346 Eh
LUMO (alpha / beta): -0.39 / -0.39 eV
HOMO energy (alpha / beta): -9.8 / -9.8 eV
ΔE to the lowest compared entry with this formula, charge and spin: 80.5 kcal/mol

Cartesian coordinates (Å):
C -0.61 0.54 0.78
N 0.51 0.57 -0.06
N 0.39 -0.75 -1.30
O -0.59 -0.61 -1.98
O 1.42 -1.34 -1.28
Cl 1.94 0.21 0.89
H -0.74 -0.50 1.25
H -0.78 1.21 1.64
H -1.53 0.67 0.06



# 5
# C11H8MoNO7S3

C11H8MoNO7S3 as an isolated structure (ωB97M-V/def2-TZVPD, OMol25).

Results
Kohn-Sham gap (alpha / beta): 0.236 / 0.277 Eh
total charge: +1
LUMO (alpha / beta): -5.37 / -4.63 eV
2S+1: 3
HOMO energy (alpha / beta): -11.8 / -12.2 eV
ΔE to the lowest compared entry with this formula, charge and spin: 4.6 kcal/mol

Cartesian coordinates (Å):
Mo -0.51 -0.82 0.75
O 1.45 -0.78 0.36
N 2.39 -1.16 1.24
C 3.68 -0.90 0.90
C 4.69 -1.27 1.73
C 4.38 -1.92 2.93
C 3.07 -2.17 3.25
C 2.04 -1.78 2.38
S 0.37 -2.04 2.72
H 3.79 -0.39 -0.05
H 5.71 -1.06 1.45
H 5.16 -2.22 3.61
H 2.79 -2.66 4.17
O -4.03 -0.17 0.02
S -3.54 0.08 1.32
O -2.34 -0.78 1.66
O -1.14 -0.66 -1.00
C -1.62 0.29 -1.85
C -2.38 -0.09 -2.95
C -2.90 0.88 -3.79
C -2.66 2.23 -3.54
C -1.90 2.61 -2.45
C -1.39 1.65 -1.61
S -1.02 2.19 0.98
O -2.48 1.84 0.94
O -0.28 0.99 1.60
O -0.53 2.04 -0.57
H -2.56 -1.14 -3.11
H -3.49 0.58 -4.64
H -3.07 2.98 -4.20
H -1.68 3.66 -2.25



# 6
# C36H36N6O5RhS2Te

C36H36N6O5RhS2Te as an isolated structure in a non-equilibrium geometry (ωB97M-V/def2-TZVPD, OMol25).

Results
Kohn-Sham gap (alpha / beta): 0.216 / 0.213 Eh
total charge: -2
LUMO (alpha / beta): 3.98 / 3.98 eV
2S+1: 2
HOMO energy (alpha / beta): -1.9 / -1.8 eV
ΔE to the lowest compared entry with this formula, charge and spin: 91.1 kcal/mol

Cartesian coordinates (Å):
Rh -0.41 -0.74 -0.04
N -0.15 0.41 -3.77
C 0.18 0.67 -2.46
S 1.41 -0.35 -1.75
N -0.35 1.68 -1.89
N -0.07 1.97 -0.54
C -1.12 2.88 -0.07
C -3.19 1.72 0.63
C -4.55 2.00 0.74
C -5.32 1.43 1.74
C -4.73 0.57 2.65
C -3.38 0.30 2.58
C -2.57 0.87 1.59
O -1.28 0.71 1.60
H -0.18 -0.58 -3.96
H -0.98 0.91 -4.06
H -1.03 3.83 -0.60
H -5.00 2.69 0.03
H -6.38 1.66 1.81
H -5.33 0.12 3.44
H -2.91 -0.37 3.28
O -0.24 -2.89 -1.23
C 0.39 -3.31 -0.22
N 0.38 -2.53 0.92
S 1.27 -3.20 2.11
O 0.47 -3.55 3.26
O 2.43 -2.38 2.44
C 1.72 -4.64 1.19
C 2.46 -5.74 1.55
C 2.64 -6.76 0.61
C 2.09 -6.63 -0.68
C 1.36 -5.53 -1.05
C 1.14 -4.50 -0.10
H 2.89 -5.80 2.54
H 3.21 -7.64 0.87
H 2.27 -7.42 -1.40
H 0.94 -5.44 -2.04
C -3.95 1.68 -2.22
C -2.89 2.59 -1.64
O -2.46 3.52 -2.31
N -2.43 2.34 -0.38
Te -0.86 3.31 2.01
C -0.92 5.49 1.77
C -1.95 6.14 1.08
C -3.07 5.38 0.43
C -1.98 7.53 1.00
C -1.04 8.32 1.64
C -1.11 9.82 1.59
C -0.05 7.67 2.36
C 0.02 6.29 2.43
C 1.11 5.65 3.24
C 1.25 2.51 -0.31
C 1.71 3.59 -1.07
C 0.92 4.24 -2.17
C 2.97 4.12 -0.80
C 3.78 3.61 0.20
C 5.12 4.21 0.49
C 3.32 2.52 0.91
C 2.08 1.95 0.68
C 1.70 0.76 1.50
H -3.47 1.15 -3.04
H -4.76 2.27 -2.64
H -4.31 0.94 -1.51
H -3.28 4.47 1.00
H -2.83 5.10 -0.59
H -3.98 5.99 0.40
H -2.77 8.00 0.43
H -1.69 10.16 0.73
H -0.11 10.26 1.52
H -1.58 10.21 2.50
H 0.68 8.27 2.90
H 1.80 6.40 3.63
H 1.66 4.94 2.61
H 0.68 5.10 4.07
H 0.56 5.22 -1.83
H 0.07 3.63 -2.48
H 1.55 4.41 -3.05
H 3.30 4.98 -1.38
H 5.23 5.17 -0.01
H 5.91 3.54 0.14
H 5.25 4.35 1.56
H 3.95 2.09 1.68
H 2.56 0.25 1.91
H 1.15 0.01 0.88
H 1.02 1.04 2.31
N -3.52 -1.15 -0.93
C -2.40 -0.96 -0.72



# 7
# C3CrLiO6

C3CrLiO6 as an isolated structure in a non-equilibrium geometry (ωB97M-V/def2-TZVPD, OMol25).

Results
Kohn-Sham gap (alpha / beta): 0.219 / 0.223 Eh
total charge: +1
LUMO (alpha / beta): -6.99 / -6.96 eV
2S+1: 5
HOMO energy (alpha / beta): -13.0 / -13.0 eV
ΔE to the lowest compared entry with this formula, charge and spin: 121.9 kcal/mol

Cartesian coordinates (Å):
O -1.34 -1.08 1.19
C -0.21 -0.90 0.59
O -0.57 -0.50 -0.71
C -0.09 -1.12 -1.99
O -0.79 -2.06 -2.31
O 0.64 -0.30 -2.53
Cr -2.19 0.27 0.06
C 0.79 0.64 1.30
O 1.88 0.71 1.90
O 0.09 1.68 1.02
Li 1.79 2.66 1.47



# 8
# C4H7AlClFNS

C4H7AlClFNS as an isolated structure in a non-equilibrium geometry (ωB97M-V/def2-TZVPD, OMol25).

Results
Kohn-Sham gap: 0.317 Eh
total charge: -1
LUMO: 3.11 eV
HOMO energy: -5.5 eV

Cartesian coordinates (Å):
C 1.52 -0.90 0.26
C 1.25 0.31 -0.76
Cl 2.36 1.75 -0.34
C -0.26 0.86 -0.79
Al -1.20 0.88 1.04
F 0.01 0.75 2.48
N -2.41 -0.66 1.17
C -2.34 -1.36 0.08
S -2.14 -2.46 -1.20
H 0.58 -1.38 0.70
H 2.26 -0.53 1.09
H 2.09 -1.75 -0.29
H 1.53 -0.04 -1.83
H -0.90 0.36 -1.63
H -0.20 1.98 -1.11
H -2.15 2.18 1.14



E_tot values, unit hartree, following the record order: -2042.94129, -323.34162, -1461.52131, -759.88317, -2267.92000, -3273.11109, -1617.39416, -1412.19361.